[1]
# C43H53BrF5N10O4RbS2Te

A molecular structure, C43H53BrF5N10O4RbS2Te (ωB97M-V/def2-TZVPD, the Open Molecules 2025 dataset).

Properties
- Charge: -2
- E_HOMO: -3.367 eV
- Frontier orbital gap: 6.81 eV

XYZ file:
```
120
Properties=species:S:1:pos:R:3:forces:R:3:mulliken_charge:R:1
Rb -0.710638 -0.164185 0.400598 0.43 0.36 0.09 0.86
Br -5.911429 3.634532 -6.269059 -0.01 0.00 -0.01 -0.28
C -4.266213 3.231334 -5.393987 0.00 0.00 0.00 -0.23
C -3.420887 4.262584 -4.992911 0.00 0.02 0.00 -0.41
C -2.226497 3.967526 -4.374812 -0.02 0.02 0.00 -0.45
C -1.787229 2.619188 -4.086512 0.09 -0.03 0.05 0.18
O -0.710245 2.400115 -3.490729 0.02 0.03 0.00 -0.68
C -2.707290 1.584843 -4.526313 -0.03 0.03 -0.01 0.67
C -2.479172 0.157330 -4.321801 -0.01 -0.03 0.01 -0.99
N -1.678772 -0.381921 -3.494367 -0.06 -0.05 -0.05 0.14
C -1.534043 -1.776885 -3.570965 0.05 0.04 0.01 -0.36
C -1.070517 -2.375477 -4.720753 0.00 0.03 0.00 -0.02
C -0.790079 -3.753576 -4.771165 0.01 -0.02 0.02 -0.72
C -0.959054 -4.530493 -3.660294 -0.01 0.00 -0.03 -1.00
C -1.440854 -3.952956 -2.465994 0.01 0.01 -0.02 1.65
C -1.595206 -4.698454 -1.266654 -0.01 -0.01 0.02 -0.80
C -2.043397 -4.095691 -0.139579 0.00 0.04 -0.02 -0.84
C -2.377944 -2.717161 -0.223965 0.05 -0.09 -0.10 0.56
N -2.259883 -1.994550 -1.297273 0.00 0.01 0.04 -0.21
C -1.760352 -2.582430 -2.418792 0.04 -0.03 0.00 -0.65
C -3.892842 1.919431 -5.178389 0.02 -0.03 0.00 -0.63
H -3.698518 5.292896 -5.182298 0.00 0.00 0.00 0.41
H -1.538922 4.766073 -4.113046 0.00 0.00 0.01 0.51
H -3.107339 -0.487019 -4.957864 0.01 0.00 -0.01 0.35
H -0.865014 -1.748585 -5.579908 0.00 0.00 0.00 0.52
H -0.408718 -4.184627 -5.688902 0.00 0.00 0.00 0.36
H -0.711594 -5.585759 -3.670722 0.00 0.00 -0.01 0.36
H -1.332865 -5.750737 -1.265891 0.00 0.00 0.00 0.33
H -2.156979 -4.603193 0.807706 0.00 0.00 0.00 0.58
H -3.314877 -1.340406 0.701444 -0.09 -0.12 0.04 -0.12
H -4.547718 1.117381 -5.503013 0.00 0.00 0.00 0.47
C -0.428814 -0.473498 4.395018 0.01 0.05 0.00 -1.21
C -1.817361 0.029963 3.939015 -0.02 -0.02 0.01 -0.36
N -1.755589 1.230827 3.136860 0.08 0.04 -0.05 0.82
C -1.688545 2.507064 3.789703 -0.06 0.01 -0.02 -0.85
C -0.406385 2.796846 4.568854 0.00 0.01 0.01 -1.00
S 1.142447 2.767988 3.612850 0.02 -0.01 -0.01 0.05
C 2.046333 1.418390 4.422811 -0.01 0.00 0.01 -0.97
C 1.916646 0.026963 3.792478 -0.02 0.08 -0.06 -0.30
N 0.582358 -0.310093 3.368585 0.03 -0.18 -0.02 1.25
H -0.543305 -1.520483 4.709334 0.00 0.01 0.02 0.35
H -0.113525 0.071039 5.288655 0.00 0.01 -0.01 0.53
H -2.455597 0.145945 4.830807 0.00 -0.02 -0.01 0.24
H -2.292832 -0.753547 3.343957 0.01 0.02 -0.02 -0.15
H -2.431243 1.257883 2.387236 -0.12 -0.10 0.04 -0.10
H -2.517435 2.660506 4.510288 0.01 -0.02 0.00 0.36
H -1.796984 3.266864 3.012298 -0.01 0.00 0.01 0.33
H -0.293059 2.104747 5.401845 -0.01 0.00 0.01 0.22
H -0.504568 3.794318 5.004642 0.00 0.00 -0.01 0.60
H 1.733276 1.414485 5.468944 0.00 0.00 0.00 0.48
H 3.098625 1.708134 4.413462 0.00 -0.01 -0.01 0.50
H 2.350314 -0.688566 4.518079 0.00 0.01 0.01 0.25
H 2.545849 -0.007209 2.900898 0.01 -0.01 0.00 -0.06
H 0.637281 -1.113075 2.750851 -0.03 -0.11 0.03 -0.34
N -1.763576 4.163489 -1.140010 0.02 0.00 0.00 0.03
C -0.608690 4.725049 -0.654649 -0.02 -0.02 0.00 -1.01
C -0.196497 3.905727 0.354080 0.02 0.00 0.01 -0.35
N -1.059239 2.847492 0.484254 0.00 0.01 -0.08 0.50
C -1.979121 3.023934 -0.434259 0.01 0.01 -0.02 0.63
C -3.120529 2.143243 -0.648962 -0.03 0.02 -0.04 -0.25
N -3.520139 1.201463 0.179566 0.00 0.03 0.03 -0.08
C -4.652126 0.663603 -0.387606 0.02 0.02 0.00 -0.61
C -4.921857 1.287745 -1.568647 -0.01 -0.01 0.01 -0.74
N -3.948430 2.242314 -1.719035 -0.02 -0.02 0.04 -0.16
H -2.220294 4.418289 -2.001818 -0.02 0.01 -0.03 0.25
H -0.193241 5.626212 -1.069919 0.00 0.00 0.00 0.47
H 0.665702 3.997518 0.995112 0.00 0.00 0.00 0.23
H -5.200619 -0.125867 0.101891 -0.03 -0.03 0.01 0.48
H -5.692306 1.142682 -2.304743 0.00 0.00 0.00 0.51
H -3.778354 2.767411 -2.564130 0.00 0.01 0.00 0.03
C 2.118667 1.154094 -1.232135 -0.02 0.04 -0.02 -0.22
N 2.582586 2.535468 -1.160988 -0.02 -0.03 0.07 0.34
C 2.136965 3.396005 -2.248295 -0.02 0.00 -0.06 -0.27
C 3.373320 2.947925 -0.166409 0.00 0.01 -0.02 0.20
S 3.896684 1.977600 1.091678 -0.01 -0.01 0.01 -0.34
N 3.773649 4.302629 -0.261495 0.04 0.04 0.04 0.22
C 4.123565 4.946577 0.994567 -0.01 -0.01 0.00 -0.90
C 4.809559 4.520138 -1.262683 0.00 -0.01 -0.02 -1.06
H 2.806909 0.533592 -1.809586 0.00 -0.01 0.02 0.20
H 1.146074 1.149395 -1.725335 0.01 -0.02 -0.04 0.10
H 2.056680 0.744378 -0.227472 0.01 -0.04 -0.02 -0.32
H 1.105303 3.158767 -2.503605 -0.02 -0.03 0.00 -0.28
H 2.747852 3.227224 -3.142772 -0.02 0.01 0.00 0.25
H 2.218003 4.436179 -1.946839 -0.02 -0.01 -0.02 0.37
H 3.352447 4.760066 1.738774 -0.01 0.00 -0.01 0.24
H 4.192493 6.020983 0.807578 0.00 0.00 0.00 0.34
H 5.076710 4.586467 1.398790 0.00 0.00 0.00 0.32
H 4.556454 4.032067 -2.201145 0.01 0.01 0.02 0.33
H 5.776463 4.127067 -0.917176 0.00 0.00 0.00 0.34
H 4.912802 5.590803 -1.449042 0.00 0.00 0.00 0.37
F -3.944148 -3.083213 3.609045 -0.01 0.00 -0.20 -0.52
Te -5.828533 -2.775065 3.127501 -0.09 0.11 0.15 1.45
F -7.638650 -2.034799 3.130057 -0.07 -0.02 -0.10 -0.51
F -5.561260 -1.807891 1.384735 0.14 -0.04 0.06 -0.60
F -6.229422 -3.217252 4.983741 0.04 0.00 0.04 -0.51
F -5.393456 -1.076442 3.783180 -0.05 0.01 0.07 -0.39
O -2.796063 -2.135620 0.911244 -0.16 -0.02 0.08 0.21
C 6.123831 -6.083022 1.570634 0.01 -0.01 -0.01 -1.53
C 4.950143 -5.216235 1.194721 -0.01 0.00 0.00 0.71
C 3.649313 -5.613553 1.473289 0.01 0.01 0.01 -1.08
C 2.557046 -4.802843 1.178424 0.00 0.00 -0.01 0.93
C 1.165498 -5.273475 1.506357 -0.01 -0.02 0.02 -1.02
C 2.769903 -3.565840 0.564534 0.04 0.06 -0.05 0.36
C 4.070221 -3.157968 0.253285 -0.01 0.00 0.00 1.14
C 4.326975 -1.832509 -0.412708 0.02 0.00 0.00 -1.30
C 5.140378 -3.984609 0.583546 0.01 -0.01 -0.03 -1.07
C 1.584870 -2.651728 0.260002 -0.13 -0.11 0.07 0.51
O 1.365995 -2.335657 -0.923625 0.01 0.10 -0.01 -0.76
O 0.910416 -2.302695 1.266388 0.02 0.00 0.04 -1.21
H 5.827198 -7.128961 1.664348 0.00 0.00 0.00 0.36
H 6.552080 -5.775711 2.528715 0.00 0.00 0.00 0.27
H 6.917803 -6.021208 0.823898 0.00 0.00 0.00 0.37
H 3.475375 -6.578876 1.940994 0.00 0.00 0.00 0.29
H 1.193020 -6.247367 1.998242 0.00 0.00 -0.01 0.38
H 0.565141 -5.360792 0.598087 0.00 0.01 0.00 0.02
H 0.655917 -4.554142 2.146067 0.01 0.00 0.01 0.13
H 3.630742 -1.685607 -1.236645 0.01 -0.01 -0.01 0.17
H 5.351264 -1.781391 -0.786884 0.00 0.01 0.02 0.34
H 4.182994 -1.001922 0.283882 -0.03 0.00 -0.01 0.25
H 6.148719 -3.655995 0.346107 0.00 0.00 0.00 0.33
```
Forces are in eV/Å.

=====

[2]
# C42H25BiCl4N9O3

A molecular structure, C42H25BiCl4N9O3 at a distorted geometry (ωB97M-V/def2-TZVPD, the Open Molecules 2025 dataset).

Properties
- Charge: -1
- E_HOMO (spin up / spin down): -3.929 / -4.067 eV
- Frontier orbital gap (spin up / spin down): 4.82 / 5.00 eV

XYZ file:
```
84
Properties=species:S:1:pos:R:3:forces:R:3:mulliken_charge:R:1
Bi -0.393750 0.305733 -0.265901 0.47 0.64 -0.80 1.79
C -6.967585 -0.529101 -1.042478 -0.01 -0.01 0.01 -0.58
C -6.622762 -1.849294 -1.353860 0.09 -0.04 0.02 -0.61
C -5.373869 -2.357986 -1.026098 -0.09 -0.02 -0.01 -0.16
C -4.483652 -1.514981 -0.378963 0.02 0.02 0.02 0.15
C -3.107179 -1.695138 0.086315 0.11 -0.03 0.19 0.05
N -2.452923 -2.842490 0.006477 -0.05 0.07 -0.02 -0.48
C -1.171437 -2.983987 0.326240 0.06 0.05 -0.21 -0.45
C -0.531793 -4.283355 0.468291 0.05 0.05 0.10 0.24
C -1.016189 -5.585778 0.411002 -0.01 -0.11 -0.06 -0.28
C -0.126638 -6.619066 0.647878 -0.08 0.04 0.00 -0.58
C 1.221300 -6.365039 0.946481 0.02 0.06 -0.01 -0.63
C 1.703167 -5.070180 1.018509 0.07 -0.08 -0.04 -0.32
C 0.810750 -4.031638 0.775006 -0.03 0.07 0.02 0.44
C 0.953258 -2.585825 0.811833 -0.07 0.00 -0.03 -0.66
N 2.095001 -1.975478 1.158388 -0.03 0.17 0.02 -0.44
C 2.160907 -0.701028 1.444756 -0.12 -0.21 -0.14 0.40
N 1.144832 0.235457 1.420449 0.24 0.06 0.23 -0.14
C 1.600149 1.384926 1.998047 -0.37 0.06 0.01 0.00
N 0.904357 2.456429 2.325963 0.26 -0.05 -0.10 -0.32
C -0.398695 2.562141 2.112319 -0.22 -0.08 -0.04 0.08
N -1.220738 1.699949 1.470544 0.00 0.19 0.38 -0.06
C -2.508048 2.160502 1.559779 -0.09 -0.03 -0.13 -0.08
N -3.608062 1.619498 1.073670 0.05 -0.06 -0.07 -0.63
C -3.646736 0.380203 0.579239 0.10 -0.04 0.23 0.09
N -2.662162 -0.541780 0.651393 -0.16 -0.04 -0.21 -0.57
C -4.826685 -0.195577 -0.067511 0.01 -0.09 -0.04 0.07
C -6.074761 0.312566 -0.396633 -0.06 0.07 0.00 -0.14
C -2.508731 3.429690 2.287743 0.11 0.02 -0.01 -0.07
C -3.519588 4.308639 2.646524 -0.10 -0.02 -0.02 0.01
C -3.162032 5.449934 3.346671 0.02 0.00 0.00 -0.63
C -1.827755 5.703859 3.687150 0.07 -0.02 -0.01 -0.68
C -0.819459 4.818443 3.336780 0.02 0.06 0.05 -0.05
C -1.182648 3.682013 2.632668 0.01 -0.05 -0.01 -0.06
C 3.016628 1.233512 2.321965 0.05 -0.07 -0.03 -0.02
C 3.941726 2.117982 2.850755 0.01 0.07 0.03 0.00
C 5.240101 1.660380 3.016844 -0.03 0.05 -0.03 -0.73
C 5.593194 0.351307 2.674334 0.00 -0.04 -0.03 -0.65
C 4.660468 -0.533337 2.154600 0.03 -0.07 -0.03 -0.24
C 3.368266 -0.068075 1.974171 -0.01 0.12 0.01 0.12
N -0.231703 -2.009305 0.513170 0.04 -0.12 0.25 0.02
H -7.950590 -0.163015 -1.314035 0.02 0.01 0.00 0.38
H -7.340828 -2.480363 -1.864020 0.00 0.02 0.02 0.38
H -5.093051 -3.376764 -1.263729 -0.01 0.04 -0.01 0.53
H -2.056469 -5.781589 0.182060 0.01 0.04 0.02 0.53
H -0.481067 -7.642286 0.610214 0.04 0.00 -0.01 0.39
H 1.891239 -7.197283 1.124566 -0.01 0.00 0.00 0.39
H 2.741933 -4.861754 1.245343 -0.05 0.00 0.03 0.56
H -6.336395 1.337927 -0.164204 0.03 -0.04 0.01 0.53
H -4.549013 4.102594 2.379111 0.04 0.02 0.01 0.54
H -3.924921 6.163355 3.633107 0.00 0.00 0.00 0.38
H -1.578574 6.609322 4.227615 -0.03 -0.02 -0.01 0.40
H 0.218190 5.001111 3.588199 -0.04 -0.01 -0.01 0.57
H 3.654642 3.131282 3.102853 0.01 -0.03 -0.02 0.56
H 5.997296 2.333359 3.400006 0.00 -0.03 0.00 0.39
H 6.618991 0.028525 2.803740 -0.01 0.01 0.00 0.39
H 4.924991 -1.545557 1.874738 0.00 0.04 0.01 0.54
Cl 4.897176 4.939627 -0.495898 -0.02 0.00 -0.01 -0.24
C 3.946814 3.524762 -0.808162 0.01 -0.18 -0.04 0.24
C 4.561823 2.343601 -1.204415 -0.17 0.13 0.08 0.49
Cl 6.277969 2.281557 -1.424245 0.01 -0.04 0.01 -0.26
C 3.779434 1.202741 -1.421047 -0.07 0.01 0.02 0.44
Cl 4.508632 -0.294864 -1.906800 0.01 -0.02 0.01 -0.23
C 2.393923 1.213919 -1.254313 0.12 0.10 0.02 -1.69
O 1.646265 0.151978 -1.424856 -0.35 -0.16 0.14 -0.07
C 1.757977 2.434807 -0.861351 0.04 0.06 -0.02 0.28
O 0.459336 2.430150 -0.682726 0.07 -0.32 0.16 -1.01
C 2.555851 3.562731 -0.647968 -0.05 -0.09 0.00 0.61
Cl 1.759167 5.018680 -0.154743 0.00 0.00 0.02 -0.21
C 0.601807 -2.363899 -2.696195 -0.01 0.06 0.05 -1.05
N 0.492329 -1.470478 -3.840510 -0.20 -0.09 -0.06 0.31
C 1.567173 -1.519832 -4.816631 -0.02 0.08 0.05 -1.10
C -0.442742 -0.491572 -3.847144 0.50 0.16 -0.03 0.92
C -0.406072 0.471832 -5.012464 -0.04 0.01 0.00 -1.59
O -1.268944 -0.341543 -2.949933 -0.11 -0.23 0.16 -0.68
H 1.361275 -2.004897 -1.995936 -0.01 -0.04 -0.10 0.25
H 0.857074 -3.367329 -3.037156 0.00 -0.01 -0.05 0.50
H -0.358825 -2.401152 -2.191531 -0.05 -0.04 0.00 0.27
H 2.046150 -2.492836 -4.746754 0.02 -0.04 0.00 0.32
H 2.327364 -0.755889 -4.632652 0.01 -0.01 0.07 0.31
H 1.188413 -1.404186 -5.830904 -0.02 0.00 -0.01 0.39
H -0.711261 -0.022934 -5.936593 0.04 0.00 -0.01 0.38
H 0.595294 0.881330 -5.152832 -0.04 -0.01 -0.01 0.39
H -1.098263 1.280083 -4.796290 -0.01 -0.02 0.01 0.36
```
Forces are in eV/Å.